[1]
Here is a molecular structure, C46H40Cl3FGaIN6O8S at a distorted geometry from OMol25. Energies are from wB97M-V/def2-TZVPD.

The calculation puts the HOMO-LUMO gap at 6.84 eV. Its energy above the lowest of the compared OMol25 structures with the same formula, charge and spin is 56.5 kcal per mole. As for the molar mass: 1158.9 g/mol. As for the max |F|: 3.97 eV/Å. Its total charge is 0.

Last column: Löwdin charge in e.
Atoms and positions in Å:
N  4.124  -0.732  5.416  -0.322
C  -0.180  3.046  -2.841  -0.250
S  2.897  -5.656  1.669  0.988
H  -1.539  -5.499  1.186  0.135
C  -2.184  3.721  -1.699  -0.035
C  2.642  1.021  1.770  -0.171
C  -0.367  4.336  2.607  -0.043
O  3.412  -1.551  6.002  0.075
H  -4.052  2.298  -0.187  0.056
C  2.126  -0.232  2.266  -0.001
C  0.955  -0.955  1.593  -0.470
H  -2.067  5.021  -4.825  0.090
C  -2.461  -3.950  -1.124  -0.288
Ga  1.015  0.935  -0.630  0.587
H  3.001  5.223  0.565  0.100
H  -0.540  -2.465  -4.729  0.139
H  -1.809  -4.178  -3.200  0.138
C  2.608  -0.794  3.491  0.085
H  -2.849  -3.133  -0.518  0.105
C  -2.166  -3.401  -2.523  -0.039
O  -1.218  -4.422  -0.596  -0.144
O  0.391  -1.875  2.209  0.046
C  -0.793  -1.438  -1.606  -0.068
O  5.169  -0.235  5.886  0.050
C  -2.752  1.005  1.058  -0.359
C  -4.148  1.508  0.569  -0.051
H  -2.268  -6.597  -1.914  0.139
H  1.049  -4.606  -1.247  0.108
H  2.310  4.403  2.080  0.070
C  3.766  -0.261  -1.774  -0.160
H  1.999  -1.605  3.889  0.138
H  0.965  -0.406  -4.125  0.117
H  -2.196  0.596  0.122  0.130
C  -4.880  -4.647  -0.918  -0.512
C  5.175  -0.266  -1.620  -0.677
Cl  -6.951  -7.399  -2.855  0.700
N  3.098  0.903  -1.743  0.029
H  3.163  3.014  -1.708  0.127
H  5.437  3.216  -1.579  0.133
C  -0.550  3.683  -3.986  -0.005
C  -5.944  -5.495  -1.332  -0.129
Cl  -5.311  -3.381  0.280  0.659
C  -2.080  2.741  2.822  -0.052
C  4.197  1.010  3.718  0.098
C  -3.309  -6.244  -1.856  -0.035
C  -0.929  -4.657  0.789  -0.101
H  -1.096  -1.416  -0.564  0.132
I  6.295  -2.014  -1.746  0.895
C  -0.972  2.979  -1.675  -0.194
N  -1.156  -2.318  -2.584  -0.026
C  -5.642  -6.682  -2.019  -0.690
O  4.543  3.138  0.958  0.044
O  0.446  -0.463  0.491  -0.053
N  4.375  2.810  2.162  -0.283
C  -1.859  2.167  1.564  -0.101
H  3.551  -5.302  -0.644  0.070
C  2.665  -5.277  0.001  -0.412
H  -2.881  2.309  3.380  0.099
C  0.920  4.768  0.532  -0.396
H  -3.593  4.839  -2.832  0.098
H  -3.480  0.255  2.910  0.080
O  4.880  3.468  3.127  0.047
C  -2.640  4.341  -2.843  -0.094
H  -3.433  -1.022  1.550  0.074
C  0.308  -0.882  -3.406  -0.129
C  -0.097  3.914  1.266  -0.103
H  4.981  1.481  4.290  0.130
O  2.208  1.672  0.704  -0.055
H  -0.481  6.509  0.828  0.102
H  -2.751  3.802  -0.743  0.117
C  -3.550  -5.011  -1.272  -0.184
C  -1.381  3.791  3.342  -0.088
H  1.330  4.187  -0.315  0.115
C  -4.327  -7.066  -2.276  -0.100
C  5.099  2.170  -1.667  -0.059
H  -2.007  -0.570  2.463  0.064
H  6.856  1.028  -1.496  0.082
C  1.404  -4.960  -0.301  -0.154
H  -4.711  0.665  0.153  0.071
C  3.673  -0.225  4.111  -0.138
H  -4.192  -8.048  -2.866  0.142
C  3.762  1.590  2.531  -0.063
C  -2.915  -0.146  2.044  -0.071
C  2.145  5.183  1.307  -0.086
C  0.561  -5.109  0.815  -0.286
Cl  0.684  -5.809  3.541  0.670
C  -0.834  2.779  0.743  -0.180
H  -0.019  3.458  -4.871  0.100
N  -0.485  2.317  -0.538  0.012
H  0.065  5.283  2.931  0.113
N  0.098  -0.545  -2.093  0.045
H  1.999  6.079  1.958  0.092
C  0.191  6.034  0.037  -0.059
H  -1.666  4.300  4.259  0.110
H  -3.114  -3.005  -2.892  0.145
C  -1.795  4.408  -3.973  -0.074
C  5.817  1.034  -1.626  -0.100
H  -1.070  -3.711  1.332  0.119
H  -4.764  1.835  1.403  0.075
F  0.977  2.376  -2.728  0.022
H  -0.414  5.805  -0.870  0.071
H  -6.994  -5.183  -1.181  0.110
H  0.869  6.873  -0.249  0.081
C  1.227  -5.457  1.975  -1.012
C  -0.495  -1.915  -3.758  -0.045
H  3.216  -1.184  -1.776  0.101
C  3.717  2.070  -1.753  -0.124



[2]
Here is a molecular structure, C46H40ClN2O5SiV from OMol25. Energies are from wB97M-V/def2-TZVPD.

The calculation puts the HOMO-LUMO gap (alpha / beta) at 6.90 / 5.82 eV. Its expectation value of S² is 1.2476. The spin multiplicity is 2. Its energy above the lowest of the compared OMol25 structures with the same formula, charge and spin is 0.0 kcal per mole. As for the molar mass: 815.3 g/mol. As for the max |F|: 0.58 eV/Å. Its total charge is -1.

Last column: Mulliken spin population.
Atoms and positions in Å:
H  -0.273  4.730  -2.358  0.000
C  2.975  -0.131  -3.233  0.001
C  -3.887  2.359  4.754  0.000
C  -4.693  -2.366  1.108  0.014
Si  0.411  1.100  -3.186  0.001
H  -1.889  -0.634  -2.782  0.019
H  2.175  0.219  1.465  0.005
C  1.666  -2.123  -0.770  -0.005
O  -2.318  0.614  -0.455  -0.002
H  -2.689  1.491  -7.166  0.000
C  -0.495  3.697  -2.655  0.002
H  1.610  5.711  0.936  0.000
O  0.236  0.432  -1.740  -0.043
C  1.838  3.101  -1.953  0.001
C  -1.682  6.131  0.298  0.000
C  -3.203  -0.472  -4.461  0.002
C  -1.202  3.822  0.794  -0.007
C  -1.677  2.393  1.026  0.006
H  -4.430  2.380  1.410  -0.001
H  -1.214  3.723  -3.477  0.000
C  -3.572  -2.669  0.350  -0.046
C  4.239  -0.803  -5.160  0.000
H  -3.330  -0.332  3.452  0.002
H  3.280  -0.457  -7.050  0.000
Cl  -6.248  -3.025  0.642  -0.001
C  -3.886  2.383  2.345  0.003
C  -2.495  2.378  2.329  -0.006
C  -0.343  6.461  0.462  0.000
H  -3.924  -1.165  -4.044  0.000
H  -3.150  4.569  0.322  0.000
H  5.129  -1.238  -5.599  0.000
H  2.769  2.597  -2.232  0.000
C  -1.036  -2.373  0.126  -0.230
H  -0.996  3.219  -1.813  0.002
C  -1.112  0.740  -4.238  0.003
C  0.561  5.471  0.806  -0.001
C  -2.499  2.363  4.745  0.000
H  4.535  -0.588  1.234  0.000
H  1.486  2.667  -1.016  0.001
O  -3.445  2.527  -0.613  0.004
C  2.061  0.189  -5.408  0.000
V  -0.563  -0.303  -0.135  1.309
H  1.553  4.665  -4.140  0.000
H  -0.010  7.483  0.324  0.000
C  2.098  -3.997  -2.766  -0.004
C  -1.370  1.325  -5.481  0.001
C  0.133  4.160  0.975  0.002
H  0.843  3.388  1.236  -0.002
H  -1.948  2.352  5.678  0.000
C  4.125  -0.681  -3.784  0.000
H  2.251  -4.712  -3.564  0.000
C  2.420  -0.597  0.795  0.013
H  -4.428  2.342  5.692  0.000
H  -0.044  -3.873  -3.104  0.001
C  0.548  -2.622  -1.510  0.049
C  -2.514  1.019  -6.206  0.000
H  -0.729  2.390  3.544  0.000
C  3.750  -1.050  0.653  -0.003
C  -2.258  -1.262  1.841  -0.029
H  -4.336  -0.116  -6.250  0.000
H  -5.657  2.366  3.544  0.000
H  2.065  4.160  -1.775  0.000
C  -2.561  1.829  -0.137  0.002
C  -3.393  -1.007  2.607  0.014
H  -2.401  6.897  0.031  0.000
C  -2.053  -0.167  -3.745  0.018
C  -2.356  -2.143  0.741  -0.053
H  5.026  -2.400  -0.399  0.000
C  -1.811  2.381  3.543  0.002
H  4.161  -3.946  -2.211  0.000
H  -5.504  -1.345  2.800  -0.002
C  0.785  2.963  -3.060  0.000
H  1.258  0.507  -6.065  0.000
C  2.962  -2.611  -1.005  -0.011
N  1.427  -1.116  0.121  0.010
C  4.013  -2.047  -0.243  0.008
C  3.201  -0.364  -5.973  0.000
C  0.792  -3.523  -2.514  -0.002
H  -0.675  2.043  -5.902  0.000
C  -3.436  0.118  -5.694  0.001
C  3.161  -3.577  -2.019  0.003
C  -4.609  -1.561  2.231  -0.031
O  -0.529  1.548  1.180  0.076
N  -0.747  -2.188  -1.186  -0.112
H  2.293  3.136  -4.633  0.000
C  1.354  3.603  -4.328  0.001
H  0.662  3.554  -5.171  0.000
C  -4.574  2.374  3.551  0.001
C  -2.111  4.826  0.466  -0.002
H  -3.645  -3.304  -0.523  -0.001
C  1.918  0.313  -4.025  0.000
H  -0.804  0.816  1.829  0.016
O  -1.076  -0.677  2.014  0.007
H  2.893  -0.026  -2.156  -0.001
H  4.927  -1.020  -3.137  0.000
H  -0.313  -2.851  0.787  -0.004



[3]
Here is a molecular structure, C46H41BN7O9STi at a distorted geometry from OMol25. Energies are from wB97M-V/def2-TZVPD.

The calculation puts the HOMO-LUMO gap at 7.17 eV. Its energy above the lowest of the compared OMol25 structures with the same formula, charge and spin is 4.7 kcal per mole. As for the molar mass: 926.6 g/mol. As for the max |F|: 1.22 eV/Å. Its total charge is +1.

Last column: Löwdin charge in e.
Atoms and positions in Å:
O  6.564  -2.151  -3.640  0.102
H  -3.141  -5.697  1.937  0.101
H  -1.245  4.854  -0.883  0.135
H  2.866  -3.568  0.824  0.135
O  1.861  1.124  0.974  -0.010
C  2.626  -1.304  -0.657  -0.558
H  -1.885  2.211  -0.621  0.126
H  -7.685  2.528  3.491  0.089
C  -6.656  2.390  3.152  -0.047
H  -2.244  -1.351  -1.837  0.124
H  -0.991  1.308  -2.944  0.077
B  -0.915  0.338  1.039  -0.498
C  -1.782  1.156  2.907  -0.194
C  0.940  6.286  -2.135  0.007
H  1.100  -2.889  -6.431  0.117
C  -4.137  0.875  2.474  0.066
H  -6.492  -0.349  3.322  0.079
C  -2.072  -2.127  -1.107  -0.074
C  1.393  -4.009  -3.255  -0.063
C  1.195  2.775  -1.231  -0.094
C  -6.487  0.162  4.287  -0.045
C  0.909  -2.919  -2.585  -0.055
C  -2.008  1.706  4.143  0.028
H  -3.540  2.275  5.504  0.103
O  3.571  -5.736  1.509  0.089
C  -0.541  0.431  -3.381  -0.108
C  -2.633  -4.230  -0.124  -0.204
H  0.090  -0.720  -6.508  0.119
N  0.231  1.915  -0.997  -0.049
O  -2.306  0.225  0.929  0.125
C  1.504  5.213  -1.464  -0.174
H  1.684  -4.894  -2.699  0.109
C  -4.411  1.436  3.731  -0.158
C  4.637  -2.231  -1.749  0.101
N  4.548  -5.617  0.796  -0.344
C  -0.537  0.375  -4.793  -0.066
H  -7.050  2.335  5.807  0.089
C  1.066  -2.905  -5.348  -0.024
H  3.907  0.039  3.284  0.092
C  -2.823  0.754  2.100  -0.181
H  -5.501  1.679  6.332  0.088
H  3.237  4.430  -0.467  0.116
H  2.721  2.222  3.733  0.101
H  2.679  -0.942  2.441  0.095
H  -3.702  -3.353  -1.758  0.102
C  -1.571  -4.032  0.752  0.019
C  -0.633  3.974  -0.976  0.006
H  -6.204  3.377  3.021  0.092
O  5.426  -6.437  0.665  0.114
C  1.692  7.429  -2.344  0.000
C  -5.994  2.251  5.542  -0.069
H  -1.194  2.025  4.782  0.123
C  -0.009  -0.556  -2.579  -0.162
H  2.246  3.196  2.312  0.089
C  0.494  -1.737  -3.257  -0.157
C  -5.870  1.565  4.181  -0.562
H  -6.691  1.899  2.177  0.077
H  0.812  -2.986  -1.511  0.085
C  1.494  -4.002  -4.660  -0.067
C  0.544  -1.771  -4.676  -0.156
C  3.376  -0.110  2.347  0.022
C  -3.343  1.839  4.536  -0.012
N  -1.027  -1.958  -0.287  -0.019
N  4.413  9.633  -2.285  0.178
H  -4.065  -6.938  1.168  0.106
H  4.102  -0.370  1.571  0.100
H  6.317  -5.127  -1.168  0.141
H  -5.927  -0.453  4.995  0.092
C  3.665  -2.351  -0.765  -0.102
C  5.574  -4.352  -1.056  0.108
H  4.590  6.455  -0.887  0.129
C  0.034  -0.682  -5.427  -0.023
C  5.568  -3.238  -1.870  -0.091
H  -0.959  1.195  -5.360  0.108
C  3.008  7.488  -1.896  -0.214
H  -7.521  0.230  4.637  0.089
N  0.728  4.033  -1.233  0.016
C  -2.883  -3.240  -1.061  0.006
C  2.636  1.126  1.914  -0.420
H  1.265  8.273  -2.867  0.130
C  3.629  -3.457  0.069  0.085
H  -0.073  6.227  -2.513  0.122
O  -0.580  0.908  2.263  0.144
H  1.881  -4.867  -5.185  0.109
H  2.219  2.514  -1.443  0.156
H  -4.929  0.542  1.812  0.129
H  -1.298  -4.765  1.500  0.120
H  4.652  -1.381  -2.417  0.144
C  3.791  8.683  -2.113  -0.166
O  2.658  -0.254  -1.309  0.048
N  6.605  -3.128  -2.924  -0.345
C  3.568  6.401  -1.235  -0.004
H  0.035  -2.727  1.303  0.122
C  -0.801  -2.892  0.639  -0.095
C  4.589  -4.431  -0.093  -0.095
C  -3.470  -5.477  -0.091  -0.829
C  2.812  5.265  -1.011  0.003
O  7.426  -4.015  -2.984  0.108
Ti  0.454  -0.172  -0.555  1.119
H  3.942  2.674  2.557  0.103
N  -3.524  -6.092  1.098  0.094
S  -4.227  -6.047  -1.431  0.718
C  2.889  2.394  2.667  0.013
O  1.620  -1.525  0.154  -0.154
H  -5.574  3.260  5.527  0.090
C  -0.929  2.663  -0.824  -0.081



[4]
Here is a molecular structure, C46H41N4OP2Ti from OMol25. Energies are from wB97M-V/def2-TZVPD.

The calculation puts the HOMO-LUMO gap at 4.97 eV. As for the molar mass: 775.7 g/mol. As for the max |F|: 0.74 eV/Å. Its total charge is +3.

Last column: Löwdin charge in e.
Atoms and positions in Å:
H  4.991  1.571  2.648  0.120
H  -4.632  -2.242  -0.699  0.134
C  -1.890  -5.796  1.072  -0.039
C  -1.239  -4.575  1.033  -0.107
N  1.609  -2.790  2.810  -0.165
H  4.246  0.433  -0.926  0.103
P  0.475  -0.335  2.218  1.063
C  0.442  -2.087  -2.382  -0.133
H  1.957  -7.332  5.541  0.118
H  -0.378  -4.009  4.242  0.100
H  0.481  1.175  4.663  0.119
H  -4.171  2.023  -0.909  0.137
H  -0.291  2.380  2.368  0.115
C  -1.137  0.407  2.587  -0.363
C  -1.196  1.807  2.540  -0.107
H  -0.609  -2.313  -2.221  0.106
C  1.673  -4.026  3.552  -0.233
H  2.719  -1.894  1.250  0.085
H  -5.658  0.031  -0.894  0.140
C  -0.133  -4.409  0.196  -0.360
C  0.572  -4.525  4.235  -0.037
C  -2.645  -1.458  -0.631  -0.087
H  -0.492  -2.413  2.855  0.051
C  -1.825  3.368  -0.982  0.034
H  -2.276  -1.407  2.914  0.099
H  -1.584  -3.760  1.660  0.087
C  4.376  1.505  -0.854  -0.028
H  -2.430  3.539  2.790  0.124
H  -0.961  4.005  -1.139  0.093
H  6.507  1.419  -1.036  0.119
C  -3.754  1.029  -0.836  0.050
C  -1.442  -6.842  0.274  -0.020
C  -2.292  -0.325  2.853  -0.077
C  3.010  0.794  2.410  -0.086
H  2.272  2.356  5.865  0.125
H  -2.739  -5.937  1.727  0.123
C  0.476  -1.944  3.089  -0.318
H  -0.007  -7.493  -1.183  0.127
C  -3.492  0.334  3.082  -0.047
C  -2.395  2.457  2.779  -0.047
C  4.697  4.268  -0.689  -0.032
C  -4.023  -1.349  -0.714  0.014
C  2.197  -1.403  -3.874  0.003
C  -3.545  1.721  3.048  -0.035
O  1.822  0.410  -0.584  -0.192
N  0.835  2.453  -0.581  0.153
C  2.140  -2.801  1.472  -0.277
C  3.152  -1.761  -2.923  -0.011
H  2.514  -1.013  -4.832  0.135
C  0.314  -5.458  -0.610  -0.057
H  3.771  -4.299  3.141  0.117
H  -2.361  3.713  -0.091  0.110
C  3.738  2.040  4.328  -0.024
C  3.427  3.725  -0.628  0.004
C  1.876  -6.410  4.983  -0.058
H  6.794  3.865  -0.884  0.124
H  3.236  0.345  1.453  0.077
H  -2.507  3.449  -1.829  0.111
C  1.931  1.776  -0.623  -0.316
H  2.562  4.364  -0.516  0.121
N  -1.838  -0.390  -0.666  0.008
C  -1.417  1.962  -0.764  -0.211
H  -1.948  -7.797  0.308  0.128
H  0.108  -1.314  -4.359  0.132
H  1.173  -5.336  -1.259  0.118
C  2.763  -2.249  -1.690  -0.055
H  4.515  2.573  4.860  0.126
C  -2.390  0.849  -0.760  -0.185
H  -4.476  2.231  3.258  0.125
C  -4.585  -0.088  -0.822  0.031
C  5.802  3.436  -0.833  -0.026
C  5.642  2.057  -0.917  -0.044
H  -0.178  -6.086  5.491  0.116
C  4.007  1.480  3.088  -0.036
H  0.463  -1.703  4.157  0.135
C  1.740  0.687  2.970  -0.348
P  0.775  -2.874  0.227  1.054
H  3.927  -6.417  4.350  0.119
C  0.683  -5.713  4.953  -0.056
H  -2.173  -2.431  -0.537  0.099
H  3.513  -2.501  -0.950  0.125
H  4.204  -1.655  -3.153  0.134
C  1.471  1.246  4.225  -0.072
C  3.264  2.338  -0.706  -0.168
H  2.803  -3.656  1.348  0.109
Ti  0.286  -0.485  -0.298  0.923
C  2.978  -5.900  4.309  -0.050
H  -4.380  -0.237  3.319  0.123
H  4.830  5.339  -0.628  0.123
C  2.474  1.921  4.897  -0.030
C  1.401  -2.442  -1.411  -0.428
C  0.845  -1.561  -3.607  -0.015
N  -0.215  1.562  -0.537  -0.033
C  2.883  -4.710  3.607  -0.028
C  -0.348  -6.673  -0.566  -0.030